C6H11N2P | ωB97M-V with the def2-TZVPD basis set

Summary:
* total charge: 0
* 2S+1: 1
* energy above the lowest of the compared OMol25 structures with the same formula, charge and spin: 2.067 eV
* frontier orbital gap: 0.325 Ha
* molar mass: 142.14 Da

XYZ file:
```
20
Properties=species:S:1:pos:R:3:nbo_charge:R:1
H -2.77300 -0.60488 -0.85596 0.20
C 1.56212 -1.61258 1.83914 -0.39
H 1.81860 0.63743 0.15601 0.22
H 1.61595 -2.72334 1.90215 0.23
H -0.30159 0.72061 -1.59769 0.22
C -0.33265 0.25931 -0.59766 -0.28
P -0.43340 1.58257 0.82664 0.59
C -0.16702 -2.02469 0.11738 0.22
H 2.68192 -1.22792 1.72167 0.18
C 0.79978 0.17481 0.37024 -0.27
H 0.99914 2.53465 -0.85964 0.23
N -0.84807 -1.12314 -0.60650 -0.44
H -0.66354 3.15178 -0.89007 0.23
C 0.24558 2.99131 -0.16303 -0.97
H -2.45830 -2.22316 -1.27595 0.23
H -1.91594 -0.80837 -2.39118 0.20
N 0.82491 -1.18420 0.71441 -0.48
H 1.11677 -1.26874 2.77834 0.19
C -2.04330 -1.25386 -1.40621 -0.40
H 0.27203 4.00240 0.21789 0.26
```